C50H42Cl3N3O5PS3Tl | the ωB97M-V functional and the def2-TZVPD basis

XYZ file:
```
108
Properties=species:S:1:pos:R:3:mulliken_charge:R:1
H -1.749 -1.976 -1.869 0.17
C 3.966 -3.048 -1.370 0.22
C 3.604 5.109 2.450 1.18
H 3.811 -5.351 4.379 0.34
C -0.534 -1.017 -5.939 -0.68
C 0.952 -4.205 2.973 -0.14
H -3.906 0.766 2.390 0.39
Cl -0.347 1.500 1.977 0.31
H -3.545 4.320 -3.535 0.24
H 2.455 -0.969 -4.332 0.33
H -6.276 0.231 1.885 0.40
H -1.815 0.685 -6.200 0.28
H 4.204 6.106 0.610 0.43
O 3.592 6.228 3.248 -0.57
C -0.884 0.318 -5.779 -0.23
H 0.156 -4.084 0.183 0.62
H -2.548 1.459 -3.167 -0.12
C -0.562 3.415 -2.611 0.16
C -3.774 4.248 -0.673 -2.16
C 4.576 -4.631 0.382 -0.38
H 3.030 -1.571 2.505 0.36
H -1.473 -1.654 6.437 0.41
C -6.465 1.788 0.421 -0.59
C -3.480 -2.976 0.815 -0.44
S -0.824 4.251 0.000 -0.19
H 3.822 6.979 2.690 0.28
H -1.084 -0.870 -3.126 -0.14
C -1.438 0.328 5.603 -0.63
O 2.558 1.352 3.947 -0.84
C 3.128 -4.675 3.878 -0.42
Cl -1.356 0.188 -1.041 0.09
Tl 2.683 1.013 -0.723 1.00
C -0.431 2.648 -4.950 -2.39
H -6.364 3.422 -0.970 0.36
H -1.815 0.808 6.498 0.36
C 2.871 1.394 2.747 -0.31
C -1.911 -4.465 -0.217 -0.64
C 2.891 -5.236 -1.196 -0.51
H 0.949 -2.520 -5.544 0.40
P 0.315 -1.662 1.776 1.06
N -1.183 2.959 -3.738 0.13
C 1.524 -0.612 -4.758 -0.67
C -4.450 1.337 1.648 -0.31
C -5.779 1.042 1.367 -0.60
N 3.604 2.841 0.902 -0.31
H -2.771 2.591 1.195 0.34
H 2.162 -5.943 -1.580 0.34
C -3.809 2.368 0.983 -0.03
O 2.858 0.460 1.905 -0.44
C -1.480 3.794 -1.437 0.28
H -4.489 4.889 -1.199 0.49
H -1.068 2.935 -5.793 0.52
C 3.277 2.774 2.192 0.38
C -0.865 -3.778 0.379 -0.76
H -1.695 -5.309 -0.861 0.39
C -2.529 2.431 -3.667 -0.20
N -2.816 3.751 -1.655 0.37
H -2.901 2.296 -4.683 0.46
S 4.166 -1.506 -2.162 -0.48
S 1.053 3.611 -2.479 -0.10
H -2.643 -1.443 2.052 0.11
C -3.403 3.410 -2.936 -0.82
H -0.562 -2.707 4.414 0.39
H 3.524 -6.515 0.421 0.35
H 5.176 -4.857 1.258 0.34
C -1.136 1.093 4.493 -1.02
C -0.418 -0.893 3.290 -0.64
Cl 0.595 -1.844 -1.827 0.28
C 3.265 3.890 3.013 -0.39
H 5.432 -2.679 0.144 0.32
H -4.499 -2.644 0.981 0.41
H 1.826 1.392 -4.059 0.69
C -0.737 -1.638 4.427 -0.09
H 4.580 -3.111 3.654 0.44
H 0.456 3.277 -4.949 0.74
H 1.478 -6.053 3.922 0.38
C -1.245 -1.047 5.569 -0.83
O 4.108 2.979 -1.770 -0.61
C 4.724 -3.403 -0.239 -0.58
H -1.198 -1.690 -6.468 0.37
C 4.248 4.060 -1.148 0.09
C -3.226 -4.065 -0.005 -0.64
C -5.823 2.830 -0.239 -0.37
O 4.598 5.170 -1.584 -0.83
H -4.383 2.966 -2.751 0.43
C -1.108 -2.685 1.217 0.45
C 1.822 -5.070 3.620 -0.85
C -0.043 1.195 -5.098 0.94
H 2.986 3.783 4.051 0.51
C -4.494 3.128 0.035 0.62
C 1.379 -2.940 2.566 0.59
H -3.222 4.854 0.043 0.62
C 3.921 4.014 0.361 -0.14
H -1.262 2.167 4.498 0.49
H -4.043 -4.597 -0.478 0.34
C 3.559 -3.423 3.472 -0.74
C -0.639 0.480 3.347 0.72
C 3.939 5.181 1.108 -0.35
C -2.430 -2.297 1.420 -0.36
H -0.065 -4.524 2.779 0.41
C 1.163 0.718 -4.588 -0.14
H 2.454 -3.778 -2.704 0.44
C -1.016 -1.208 -2.095 -0.28
C 2.698 -2.559 2.809 -0.60
C 3.656 -5.565 -0.083 -0.35
H -7.501 1.563 0.197 0.37
C 3.047 -4.011 -1.828 -0.59
C 0.671 -1.479 -5.428 -0.46
```

Computed properties:
**Spin multiplicity**: 1
**Total energy**: -5560.163999 Ha
**Net charge**: -2
**ΔE to the lowest compared entry with this formula, charge and spin**: 0.304 eV